ORCA calculation (ωB97M-V with the def2-TZVPD basis set) on a structure of composition C36H35N3O2P2PtS at a distorted geometry.

Structure (ORCA input):
```
! RIJCOSX wB97M-V def2-TZVPD def2/J DEFGRID3
* xyz 2 1
Pt 0.070 0.499 0.346
S 0.399 -2.007 -1.600
P -0.170 0.383 2.890
P 2.206 -0.210 1.112
O 0.002 -2.359 -0.261
O 1.647 -2.531 -2.078
N 1.590 1.997 -0.895
N 0.403 -0.330 -1.610
N -1.991 -0.307 0.729
C 1.642 -0.208 -3.744
C 1.732 -1.512 2.260
C 0.616 1.313 4.244
C 2.822 3.990 -1.381
C -4.615 -1.133 0.629
C -3.609 -2.035 0.954
C -2.304 -1.590 0.968
C -0.623 3.396 0.990
C 2.442 0.520 -4.648
C 1.861 -3.739 3.146
C 1.794 1.571 -2.168
C -1.122 2.147 0.698
C 2.575 2.316 -3.082
C 0.610 -1.259 3.045
C 2.357 -2.749 2.305
C 1.280 0.309 -2.527
C -1.850 0.208 3.542
C -2.194 -2.400 -2.364
C 3.429 -0.849 -0.040
C -0.858 -2.481 -2.735
C -2.967 0.592 0.498
C -3.323 3.079 0.455
C 3.059 3.570 -2.658
C 2.892 1.766 -4.341
C 0.122 -2.246 3.890
C -2.805 4.348 0.637
C -2.815 -3.092 -4.579
C -1.478 -3.183 -4.937
C 0.746 -3.490 3.933
C -4.292 0.192 0.403
C 2.103 3.149 -0.522
C -3.173 -2.708 -3.292
C -2.491 1.962 0.504
C -1.461 4.506 0.943
C 3.195 1.011 2.021
C -0.488 -2.877 -4.015
H 3.188 4.940 -1.019
H 3.222 -2.955 1.688
H 0.072 2.247 4.401
H 4.308 -1.169 0.521
H -1.057 5.487 1.153
H 2.342 -4.707 3.179
H -4.385 2.959 0.286
H -2.455 -2.120 -1.357
H 0.347 -4.268 4.570
H -3.452 5.213 0.577
H 3.037 -1.665 -0.644
H 2.592 1.695 2.601
H -1.797 0.201 4.630
H -5.065 0.914 0.183
H 3.716 -0.028 -0.699
H -2.333 -0.695 3.187
H 3.503 2.332 -5.030
H 0.409 3.526 1.264
H -3.826 -3.067 1.189
H -1.202 -3.491 -5.936
H -4.217 -2.649 -3.014
H -0.753 -2.068 4.504
H -5.646 -1.457 0.569
H 1.975 3.437 0.510
H 3.775 1.590 1.300
H -2.444 1.071 3.231
H 1.659 1.541 4.074
H 1.292 -1.183 -4.031
H 3.880 0.471 2.677
H 3.635 4.178 -3.344
H 2.687 0.077 -5.604
H -1.482 -2.257 1.166
H -3.583 -3.329 -5.303
H 0.556 -2.984 -4.273
H 0.532 0.688 5.133
*
```

ΔE to the lowest compared entry with this formula, charge and spin = 0.0 kcal per mole
E_tot = -2907.2841 a.u.
Kohn-Sham gap = 5.966 eV
Largest force on an atom = 2.130 eV/A
Highest occupied orbital energy = -12.95 eV

---

ORCA calculation (ωB97M-V with the def2-TZVPD basis set) on a cluster of 2 separate species, H10N2Si3 in total at a distorted geometry.

Structure (ORCA input):
```
! RIJCOSX wB97M-V def2-TZVPD def2/J DEFGRID3
* xyz 0 1
Si 1.680 1.615 0.022
Si 0.785 -0.492 0.040
Si -3.323 0.100 -0.052
N 0.887 -1.669 1.313
N 1.625 -1.196 -1.334
H 2.938 1.457 0.565
H 1.763 -2.045 1.682
H 1.265 2.922 0.456
H 1.912 1.801 -1.326
H 1.206 -1.009 -2.196
H -3.200 1.495 -0.409
H 0.104 -1.788 1.867
H 1.931 -2.125 -1.241
H -3.280 -0.782 -1.171
H -4.361 -0.286 1.105
*
```

ΔE to the lowest compared entry with this formula, charge and spin = 53.9 kcal per mole
E_tot = -983.8448 a.u.
Kohn-Sham gap (alpha / beta) = 6.183 / 7.189 eV
Largest force on an atom = 2.735 eV/A
Highest occupied orbital energy (alpha / beta) = -6.73 / -7.41 eV

---

ORCA calculation (ωB97M-V with the def2-TZVPD basis set) on a structure of composition C24H25CeN4O at a distorted geometry.

Structure (ORCA input):
```
! RIJCOSX wB97M-V def2-TZVPD def2/J DEFGRID3
* xyz 0 2
Ce -0.588 -1.011 -0.169
O 3.796 1.256 -0.996
N -0.546 -5.704 -0.497
N 3.082 3.291 -0.318
N -1.354 -7.668 -1.778
N -0.723 -3.275 -0.364
C -2.821 -0.472 -1.370
C -1.392 1.322 -1.019
C 3.245 1.466 1.353
C 1.921 1.608 2.192
C -2.541 0.637 -0.505
C 3.383 1.979 -0.088
C -1.071 5.199 -2.235
C 1.580 4.356 -1.908
C 1.311 3.006 2.093
C -1.202 -0.451 2.269
C -0.945 0.628 -2.189
C -0.449 4.435 -3.230
C -0.364 5.546 -1.079
C 1.071 -0.865 2.096
C 2.977 3.845 -1.658
C -1.014 -6.694 -1.214
C -0.549 0.773 1.935
C 2.361 1.391 3.657
C -0.189 -1.464 2.396
C -1.840 -0.470 -2.416
C 0.972 5.156 -0.933
C 0.873 4.012 -3.067
C -0.729 -4.466 -0.504
C 0.868 0.543 1.879
H -0.368 -2.504 2.688
H -0.952 2.242 -0.629
H -3.120 0.921 0.372
H 1.545 5.477 -0.057
H 3.105 2.144 3.942
H -0.099 0.928 -2.808
H 3.044 3.942 0.455
H -1.795 -1.177 -3.248
H 3.700 4.671 -1.759
H -2.276 -0.586 2.425
H -2.103 5.530 -2.361
H 4.027 1.995 1.927
H 2.812 0.400 3.795
H 0.974 3.226 1.072
H 2.043 3.764 2.407
H 3.244 3.059 -2.366
H 3.528 0.406 1.330
H 1.513 1.484 4.344
H 0.451 3.090 2.768
H -0.994 4.166 -4.136
H 1.378 3.408 -3.825
H -1.028 1.750 1.834
H -0.838 6.126 -0.284
H -3.643 -1.181 -1.256
H 2.050 -1.352 2.128
*
```

E_tot = -1698.9342 a.u.
Kohn-Sham gap (alpha / beta) = 8.251 / 8.517 eV
Largest force on an atom = 2.656 eV/A
Highest occupied orbital energy (alpha / beta) = -8.56 / -8.77 eV

---

ORCA calculation (ωB97M-V with the def2-TZVPD basis set) on an isolated molecule of C8H16Si at a distorted geometry.

Structure (ORCA input):
```
! RIJCOSX wB97M-V def2-TZVPD def2/J DEFGRID3
* xyz 0 1
Si 0.019 -0.065 0.827
C -2.735 1.064 0.736
C -1.083 -1.966 0.167
C -1.385 1.195 -1.306
C 2.693 0.812 0.413
C 1.676 -0.121 -0.143
C 2.183 -1.622 -0.304
C -1.275 1.258 0.291
C -1.588 -2.981 -0.108
H 1.446 -2.380 -0.388
H 2.678 1.867 -0.137
H 2.616 1.224 1.477
H -2.023 -3.920 -0.231
H 3.679 0.451 0.227
H -3.245 1.976 0.553
H -3.054 0.112 0.284
H -2.715 0.948 1.879
H 0.307 -0.459 2.145
H -0.586 1.486 -1.903
H 2.897 -1.538 -1.129
H -2.333 1.769 -1.744
H -0.895 2.343 0.683
H 1.587 0.312 -1.221
H -1.572 0.076 -1.715
H 2.709 -1.842 0.646
*
```

ΔE to the lowest compared entry with this formula, charge and spin = 109.6 kcal per mole
E_tot = -603.7480 a.u.
Kohn-Sham gap = 10.642 eV
Largest force on an atom = 8.137 eV/A
Structure (SMILES) = C#C[SiH](C(C)C)C(C)C
Highest occupied orbital energy = -9.81 eV

---

ORCA calculation (ωB97M-V with the def2-TZVPD basis set) on an isolated molecule of C2H5NOS at a distorted geometry.

Structure (ORCA input):
```
! RIJCOSX wB97M-V def2-TZVPD def2/J DEFGRID3
* xyz 0 1
S -2.677 0.174 0.306
O 2.002 0.519 -0.849
N -1.119 -0.430 0.322
C -0.152 0.462 0.327
C 1.203 -0.141 0.097
H -0.384 1.490 0.297
H 1.724 0.263 -1.741
H 0.911 -1.193 -0.215
H -3.334 -0.992 0.445
H 1.827 -0.150 1.011
*
```

ΔE to the lowest compared entry with this formula, charge and spin = 47.6 kcal per mole
E_tot = -607.3310 a.u.
Kohn-Sham gap = 9.634 eV
Largest force on an atom = 3.905 eV/A
Structure (SMILES) = OC/C=N/S
Highest occupied orbital energy = -8.92 eV

---

ORCA calculation (ωB97M-V with the def2-TZVPD basis set) on the ion C2H3BrO2P with charge -1 at a distorted geometry.

Structure (ORCA input):
```
! RIJCOSX wB97M-V def2-TZVPD def2/J DEFGRID3
* xyz -1 3
Br 1.323 -1.575 1.494
P -0.437 -1.161 0.150
O -0.135 -1.672 -1.171
O -1.691 -1.689 0.917
C 0.415 1.263 -0.714
C -0.180 0.632 0.300
H -0.297 0.887 1.397
H 0.472 0.922 -1.690
H 0.530 2.393 -0.683
*
```

ΔE to the lowest compared entry with this formula, charge and spin = 6.3 kcal per mole
E_tot = -3143.8357 a.u.
Kohn-Sham gap (alpha / beta) = 5.863 / 6.174 eV
Largest force on an atom = 10.457 eV/A
Highest occupied orbital energy (alpha / beta) = -2.26 / -5.13 eV

---

ORCA calculation (ωB97M-V with the def2-TZVPD basis set) on a structure of composition H6O15S3Zn at a distorted geometry.

Structure (ORCA input):
```
! RIJCOSX wB97M-V def2-TZVPD def2/J DEFGRID3
* xyz -4 1
Zn 14.405 9.470 -8.762
S 11.857 11.776 -4.457
S 18.637 8.012 -5.734
S 17.778 6.002 -12.310
O 17.276 8.466 -6.020
O 17.290 4.620 -12.177
O 18.679 6.546 -5.676
O 12.679 12.851 -3.821
O 12.303 11.684 -5.850
O 12.088 10.496 -3.803
O 17.961 6.357 -13.750
O 16.887 6.903 -11.619
O 12.234 6.589 -7.747
O 16.296 12.865 -9.590
O 10.460 12.187 -4.388
O 19.149 6.188 -11.818
O 19.140 8.536 -4.437
O 19.525 8.488 -6.796
O 11.927 9.960 -11.833
H 16.720 13.251 -10.356
H 11.827 10.783 -12.310
H 11.725 5.919 -8.204
H 12.298 6.268 -6.847
H 16.278 13.572 -8.944
H 11.846 9.282 -12.504
*
```

ΔE to the lowest compared entry with this formula, charge and spin = 167.2 kcal per mole
E_tot = -4105.6498 a.u.
Kohn-Sham gap = 1.603 eV
Largest force on an atom = 1.687 eV/A
Highest occupied orbital energy = 2.93 eV